Record 1
{"formula": "C43H47F18NO16S4", "method": "ωB97M-V/def2-TZVPD", "elements": ["S", "S", "S", "S", "F", "F", "F", "F", "F", "F", "F", "F", "F", "F", "F", "F", "F", "F", "F", "F", "F", "F", "O", "O", "O", "O", "O", "O", "O", "O", "O", "O", "O", "O", "O", "O", "O", "O", "N", "C", "C", "C", "C", "C", "C", "C", "C", "C", "C", "C", "C", "C", "C", "C", "C", "C", "C", "C", "C", "C", "C", "C", "C", "C", "C", "C", "C", "C", "C", "C", "C", "C", "C", "C", "C", "C", "C", "C", "C", "C", "C", "C", "H", "H", "H", "H", "H", "H", "H", "H", "H", "H", "H", "H", "H", "H", "H", "H", "H", "H", "H", "H", "H", "H", "H", "H", "H", "H", "H", "H", "H", "H", "H", "H", "H", "H", "H", "H", "H", "H", "H", "H", "H", "H", "H", "H", "H", "H", "H"], "coordinates": [[1.4895, 3.1750, 0.4277], [-1.4536, 2.9232, 5.5684], [-1.4683, 1.1323, 3.1704], [6.7450, 4.6692, 1.4636], [-0.5697, -7.9417, -1.2838], [2.6757, 2.8226, -1.9449], [0.6757, -5.5218, 5.5184], [-4.5015, 1.1142, -2.9799], [-6.2830, 0.4385, -4.0026], [1.5110, -0.6957, -10.4187], [0.7174, -3.4206, 6.0314], [0.1328, -9.9518, -0.9258], [3.2458, 4.6238, -0.9017], [2.9281, -0.1739, -2.5662], [1.3041, 4.4792, -1.7971], [-1.9889, -9.5632, -1.0689], [0.4094, -1.6788, -8.8425], [2.6606, -2.2663, -2.0182], [-0.4577, -1.5045, -10.8155], [-4.7236, 1.4388, -5.1099], [-0.0739, -1.7128, -1.7967], [2.3625, -4.6930, 6.5940], [-0.1846, 1.3436, -10.4715], [0.0707, 3.1684, 0.2305], [7.5813, 3.5924, 1.8913], [6.7507, 4.9294, 0.0579], [-4.8269, -1.8353, -4.1800], [4.5589, -0.7442, 0.3266], [1.7998, -3.2664, 3.5532], [1.8833, 4.1069, 1.4508], [7.2051, 5.9766, 2.2653], [-3.0503, -0.5919, -4.7900], [3.1014, 0.9317, 0.0014], [-0.3864, -9.5654, 1.7018], [-1.6117, -7.7597, 1.1457], [-0.9550, 0.6253, -8.4817], [3.3289, 0.0497, 2.0316], [3.1095, -5.0199, 4.0617], [-3.5410, 2.6707, 3.9701], [-4.8160, 1.3670, 0.6635], [-2.2174, 2.2864, 4.2823], [-2.2670, -1.7800, -5.0260], [-0.4178, 0.1274, 4.2490], [-3.6500, 4.0991, 3.7570], [-4.1718, 1.8778, 2.9248], [-5.3601, 0.1486, 1.0469], [0.4473, 0.4609, -0.9126], [-4.2200, 2.2251, 1.5819], [-4.2914, -0.7845, -4.3745], [-3.8862, 6.8832, 3.4801], [-2.9343, 6.1824, 2.7403], [-2.5603, -2.3701, -6.3870], [2.6792, 1.3173, 2.2235], [1.6710, 1.3312, 3.3843], [-0.8906, -8.8428, 0.8947], [5.0582, 4.3414, 1.9372], [0.8811, 0.5436, 0.5613], [4.6598, 2.9160, 1.5208], [2.2447, 3.8039, -1.1658], [0.0952, 3.5082, -9.3851], [-1.7999, -7.4343, 2.5369], [1.4689, -4.4455, 5.6330], [2.1446, -4.1478, 4.2851], [-0.7821, 2.6382, -10.2585], [0.8938, -0.7811, -1.6067], [-5.3252, -0.1838, 2.3986], [3.8033, -4.8823, 2.8006], [-4.7364, 0.6687, 3.3206], [-0.8219, -9.0779, -0.6238], [4.8640, -3.8056, 2.8728], [0.2933, -0.8785, -9.8993], [3.7915, 2.3047, 2.6401], [-4.6079, 4.7998, 4.4786], [2.1159, -1.0725, -2.0568], [3.7545, -0.0193, 0.7552], [-0.3583, 0.4574, -9.5041], [-4.9659, 0.5743, -4.1194], [-2.8225, 4.8078, 2.8955], [-0.6040, -6.6952, 3.0954], [-4.7249, 6.1766, 4.3332], [2.0794, 1.4835, 0.8296], [0.9997, -0.0203, 3.6821], [0.0570, 0.8269, 1.2087], [4.1457, 3.0220, 0.5746], [-2.4121, -1.6196, -7.1645], [4.4185, -2.8254, 3.0435], [0.7400, 1.3255, -1.5060], [-2.4323, -2.5025, -4.2278], [0.2858, -7.3251, 3.0826], [-4.7062, 0.3919, 4.3654], [0.1925, 3.0871, -8.3848], [-0.8881, 3.0784, -11.2476], [-4.8368, 1.6272, -0.3864], [1.5752, -0.4937, 4.4763], [-0.7961, -6.3882, 4.1167], [4.4390, 1.8385, 3.3785], [-5.2757, 4.2987, 5.1638], [4.4160, 5.0894, 1.4773], [4.9570, 4.4896, 3.0133], [4.2568, -5.8521, 2.6094], [-3.7990, 3.1542, 1.2293], [-5.7312, -1.1249, 2.7417], [-0.3298, 4.5075, -9.2997], [6.4207, 6.3798, 2.6655], [-0.8724, -0.8598, 4.2834], [5.4286, -3.7685, 1.9424], [0.9668, 2.1541, 3.2683], [-3.5938, -2.7104, -6.4533], [3.2987, 3.1285, 3.1500], [1.1706, -0.4581, 0.8685], [2.2597, 1.5785, 4.2646], [1.0973, 3.5847, -9.8080], [-0.3667, 0.5380, 5.2518], [-0.3897, -5.8108, 2.4920], [-1.2272, -1.4648, -4.9701], [-2.0158, -8.3364, 3.1077], [-1.7811, 2.5252, -9.8398], [-2.0609, 4.2828, 2.3272], [-2.6857, -6.8039, 2.5740], [-5.4663, 6.7388, 4.8828], [-5.7997, -0.5302, 0.3338], [3.0893, -4.6896, 2.0009], [-2.2809, 6.7023, 2.0563], [1.0296, -0.7179, 2.8549], [5.5627, 2.3303, 1.3683], [-3.9505, 7.9563, 3.3778], [-1.9040, -3.2173, -6.5824], [5.5505, -4.0027, 3.6968], [-0.6407, 0.4528, -0.9293]], "e_homo_ev": -8.63, "mol_weight_da": 1304.072, "e_lumo_ev": -0.157, "orbital_gap_ev": 8.47, "e_tot_ev": -171857.5260}


Record 2
{"formula": "C28H34FN2O6S2", "method": "ωB97M-V/def2-TZVPD", "elements": ["S", "S", "F", "O", "O", "O", "O", "O", "O", "N", "N", "C", "C", "C", "C", "C", "C", "C", "C", "C", "C", "C", "C", "C", "C", "C", "C", "C", "C", "C", "C", "C", "C", "C", "C", "C", "C", "C", "C", "H", "H", "H", "H", "H", "H", "H", "H", "H", "H", "H", "H", "H", "H", "H", "H", "H", "H", "H", "H", "H", "H", "H", "H", "H", "H", "H", "H", "H", "H", "H", "H", "H", "H"], "coordinates": [[-2.4592, -1.5833, -2.8526], [-2.4963, 0.2697, 0.2629], [-1.7002, 1.5939, -0.0066], [0.2403, -0.1200, 1.4609], [-3.5757, 0.2420, -0.6620], [-2.7535, 0.2556, 1.6571], [-3.1596, 5.6909, -1.9996], [-2.8623, 6.6527, 3.1984], [-1.2438, -2.6854, 1.6203], [-0.7605, 0.9739, -2.5514], [-0.1517, -0.2697, -2.1352], [3.0323, 0.7628, 1.0727], [-3.3212, 7.5030, 1.0491], [-1.3716, -3.5803, 3.8572], [2.4344, 1.6448, 0.1782], [1.3082, 1.3307, -0.8076], [1.8682, -5.6427, 0.2389], [-1.1278, -1.2965, -1.6726], [3.8988, 3.3861, 1.0061], [-2.9355, 6.4374, 2.0100], [-2.6399, 5.0897, 1.4552], [0.1484, -0.7847, 0.2414], [-1.9472, -2.3173, 0.4849], [-3.3984, 7.2623, -0.2573], [1.8980, -2.3954, -1.7592], [-1.9092, -2.5379, 2.8843], [-3.1004, 5.9184, -0.8097], [2.1149, -0.9133, -1.5542], [4.4891, 2.4955, 1.8933], [-2.7178, 4.8525, 0.1493], [-1.3354, -1.0360, -0.1794], [1.6187, -2.8806, -3.0364], [1.7497, -4.6649, -0.8994], [0.8970, -0.1316, -0.9870], [1.9713, -3.3065, -0.7010], [2.8811, 2.9710, 0.1637], [4.0521, 1.1793, 1.9236], [1.4493, -5.1217, -2.1859], [1.3910, -4.2361, -3.2518], [1.1575, -6.4592, 0.1311], [-1.7266, -1.5295, 3.2585], [2.3313, -0.4761, -2.5344], [4.2361, 4.4134, 0.9690], [-3.0130, -2.1600, 0.6707], [-0.5441, -2.2189, -1.6596], [2.2287, -2.9534, 0.2917], [-2.3646, 4.3286, 2.1750], [-2.3429, -2.9162, -2.8309], [1.6047, -2.1996, -3.8837], [0.2836, -0.6799, -2.9668], [-2.9896, -2.6386, 2.7589], [4.4936, 0.4562, 2.5954], [-3.6767, 8.0223, -0.9761], [-0.4422, -4.0149, 3.4973], [0.5191, -1.7880, 0.4258], [1.1894, -4.6009, -4.2499], [0.4495, 1.9492, -0.5648], [0.1309, 0.8340, 1.3656], [2.9972, -0.7348, -0.9461], [-2.5100, 3.8811, -0.2787], [5.2892, 2.8141, 2.5468], [-3.5319, 8.4747, 1.4770], [2.4165, 3.6775, -0.5149], [-1.8798, -3.1252, -0.2531], [-0.1501, 1.3877, -3.2493], [-2.1024, -4.3703, 4.0251], [1.2916, -6.1790, -2.3558], [-1.1961, -3.1169, 4.8273], [2.7180, -0.2692, 1.1240], [1.7564, -5.1568, 1.2058], [1.6722, 1.6747, -1.7805], [2.8671, -6.0862, 0.2185], [-1.6378, 0.7520, -3.0181]], "e_homo_ev": -11.91, "mol_weight_da": 577.720, "e_lumo_ev": -3.094, "orbital_gap_ev": 8.82, "e_tot_ev": -69231.5294, "total_charge": 1}


Record 3
{"formula": "C4H22O7", "method": "ωB97M-V/def2-TZVPD", "elements": ["O", "O", "O", "O", "O", "O", "O", "C", "C", "C", "C", "H", "H", "H", "H", "H", "H", "H", "H", "H", "H", "H", "H", "H", "H", "H", "H", "H", "H", "H", "H", "H", "H"], "coordinates": [[2.2381, 0.0387, -2.9073], [-1.0229, 1.2109, 3.4702], [-2.0431, -1.7942, -0.9333], [0.4021, 2.8496, 0.2913], [0.3831, -2.4719, 0.5047], [2.9734, -2.4194, -0.6804], [0.4045, 0.3224, -0.9009], [-3.4391, -2.0020, -1.0453], [0.2110, 3.8071, -0.7244], [1.0850, 0.5762, 2.5772], [-0.3994, 0.3422, 2.5189], [2.0554, -2.4143, -0.3585], [2.2803, -0.6947, -3.5314], [-3.8455, -1.6126, -1.9815], [-0.8442, 3.9231, -1.0164], [0.8277, 3.6091, -1.6041], [-0.4645, -2.2182, 0.1105], [1.6148, 0.0913, 1.7588], [2.8820, 0.6798, -3.2274], [1.2498, 1.6522, 2.5207], [-0.6980, -0.7018, 2.6914], [0.4428, 4.7888, -0.3010], [-3.7219, -3.0589, -0.9973], [-3.9630, -1.5087, -0.2292], [-1.6658, -1.9335, -1.8080], [-1.9701, 1.0527, 3.4587], [1.5119, 0.2255, 3.5192], [2.9901, -1.7661, -1.3853], [-0.2012, -0.4240, -0.8992], [1.0126, 0.1623, -1.6559], [0.1560, -2.8562, 1.3565], [0.3448, 1.9652, -0.1110], [-0.7870, 0.5793, 1.5197]], "e_homo_ev": -9.43, "mol_weight_da": 182.213, "e_lumo_ev": -0.079, "orbital_gap_ev": 9.35, "e_tot_ev": -18836.4572}


Record 4
{"formula": "C11H25BI2N", "method": "ωB97M-V/def2-TZVPD", "elements": ["I", "I", "N", "C", "C", "C", "C", "C", "C", "C", "C", "C", "C", "C", "B", "H", "H", "H", "H", "H", "H", "H", "H", "H", "H", "H", "H", "H", "H", "H", "H", "H", "H", "H", "H", "H", "H", "H", "H", "H"], "coordinates": [[0.1727, -5.0608, -3.2543], [-0.4690, -2.0390, -5.6925], [0.6697, 1.0118, 1.0398], [0.5910, -0.4134, 2.9832], [0.4107, -1.3053, 1.7692], [-1.4124, -2.7321, -1.9354], [-0.3940, 2.0919, 1.1128], [0.0816, 3.5171, 0.8769], [1.7139, 1.3058, 0.0086], [1.3212, 0.7789, 2.4022], [0.9890, 4.1131, 1.9488], [-2.4433, -2.8542, -3.0951], [0.0381, -3.1137, -2.2819], [-0.0072, -0.3286, 0.6846], [-2.1768, -1.8839, -4.3396], [1.2185, 1.5044, -0.9387], [-0.8172, 4.1357, 0.8187], [1.2322, 1.6768, 3.0070], [-1.5009, -1.7085, -1.5453], [0.3072, -0.6346, -0.3101], [-2.6125, -3.8938, -3.3960], [1.9307, 3.5703, 2.0496], [0.5537, 3.6065, -0.1033], [1.2378, 5.1413, 1.6899], [-2.9171, -0.9870, -4.5845], [-0.8849, 1.9872, 2.0808], [1.1557, -0.8952, 3.7792], [2.3572, 0.4332, -0.0784], [-1.1221, 1.8532, 0.3382], [-0.3765, -0.1112, 3.3906], [-3.4058, -2.5229, -2.6764], [-1.0846, -0.1815, 0.6958], [-0.3342, -2.0836, 1.9241], [2.3721, 0.5492, 2.2331], [-1.7199, -3.4042, -1.1267], [0.6034, -3.2424, -1.3525], [1.3522, -1.7915, 1.5031], [0.5767, -2.3770, -2.8765], [2.3014, 2.1607, 0.3306], [0.4919, 4.1274, 2.9205]], "e_homo_ev": -10.98, "mol_weight_da": 435.948, "e_lumo_ev": -2.620, "orbital_gap_ev": 8.36, "e_tot_ev": -30174.2209, "total_charge": 1}


Record 5
{"formula": "C40H39N2", "method": "ωB97M-V/def2-TZVPD", "elements": ["N", "N", "C", "C", "C", "C", "C", "C", "C", "C", "C", "C", "C", "C", "C", "C", "C", "C", "C", "C", "C", "C", "C", "C", "C", "C", "C", "C", "C", "C", "C", "C", "C", "C", "C", "C", "C", "C", "C", "C", "C", "C", "H", "H", "H", "H", "H", "H", "H", "H", "H", "H", "H", "H", "H", "H", "H", "H", "H", "H", "H", "H", "H", "H", "H", "H", "H", "H", "H", "H", "H", "H", "H", "H", "H", "H", "H", "H", "H", "H", "H"], "coordinates": [[-1.7562, 2.4934, -2.4938], [3.3041, -1.1061, 4.1285], [-0.0790, 0.5826, -4.5969], [2.4924, 1.8989, -0.3762], [-1.6623, -0.3988, 4.9658], [3.4703, 1.3833, 3.9395], [-0.0319, 1.8682, -5.1485], [0.7802, -0.3132, -6.6895], [2.8144, 1.7583, -1.7266], [-0.7155, -1.0585, -2.7956], [-1.8797, 1.1620, -2.9263], [-2.5632, -1.8213, 3.2028], [-0.5067, 0.4205, -3.1245], [-1.2378, -3.7599, -2.2824], [2.7800, 0.1863, 4.0565], [-3.7994, -1.2041, 3.3385], [0.5530, 1.0282, -2.1957], [-3.9701, -0.1689, 4.2708], [-0.2373, -3.0960, -1.5735], [-2.9354, 0.5478, -1.9583], [-1.4456, -1.3912, 3.9692], [0.6372, 1.2204, 3.6708], [0.3923, 2.0642, -6.4666], [1.1998, 1.6063, 0.0688], [0.2368, 1.1728, -0.8408], [-2.7865, 2.9804, -1.6223], [2.7070, 2.5349, 3.7008], [2.3137, -2.0268, 4.0981], [-3.6771, 1.7524, -1.3596], [2.5767, -3.4637, 4.2335], [-1.7116, -1.7374, -3.5155], [0.7928, 0.9698, -7.2395], [0.0476, -1.7525, -1.8528], [1.8482, 1.3158, -2.6379], [-0.1628, -1.9788, 3.7316], [-2.9042, 0.2180, 5.0964], [0.3606, -0.5039, -5.3677], [1.3735, 0.0708, 3.9339], [-1.9740, -3.0837, -3.2625], [1.3083, 2.4521, 3.5866], [4.7197, -1.4291, 4.1863], [1.0623, -1.3606, 3.9493], [-4.6444, 1.8751, -1.8602], [-0.3173, 2.7301, -4.5440], [2.1106, 1.1901, -3.6914], [-2.7549, -3.5910, -3.8324], [-3.6102, -0.1109, -2.5150], [1.0986, -1.1805, -7.2712], [-3.3548, 3.8254, -2.0475], [-3.0419, 1.0053, 5.8417], [-2.4103, -2.6283, 2.4819], [-1.0739, 3.1390, -2.8666], [-2.4565, -0.0561, -1.1778], [1.1238, 1.1166, -8.2671], [0.7286, 3.3607, 3.4094], [0.9251, 1.7075, 1.1200], [-0.7637, 0.9174, -0.4889], [3.2006, -3.6760, 5.1133], [0.3414, -3.6072, -0.8007], [-2.3864, 1.1541, -3.9161], [3.0737, -3.8930, 3.3512], [3.8194, 1.9783, -2.0911], [-4.9355, 0.3273, 4.3614], [5.2993, -0.5051, 4.1437], [-0.4409, 1.1433, 3.5242], [5.0075, -2.0667, 3.3387], [-2.3302, 3.3443, -0.6835], [-4.6351, -1.5291, 2.7157], [3.2482, 2.2268, 0.3376], [0.4105, 3.0755, -6.8749], [3.2011, 3.4989, 3.5867], [-0.8379, -0.1242, 5.6297], [0.3867, -1.5109, -4.9430], [-3.8593, 1.6250, -0.2887], [-1.4453, -4.8104, -2.0786], [-0.1415, -2.9956, 3.3307], [0.8682, -1.2580, -1.3264], [1.6159, -3.9694, 4.3584], [4.9625, -1.9577, 5.1177], [-2.2732, -1.2075, -4.2934], [4.5564, 1.4044, 4.0221]], "e_homo_ev": -9.52, "mol_weight_da": 547.766, "e_lumo_ev": -4.920, "orbital_gap_ev": 4.60, "e_tot_ev": -45086.8472, "total_charge": 1}


Record 6
{"formula": "C18H25N3O2S2", "method": "ωB97M-V/def2-TZVPD", "elements": ["S", "S", "O", "O", "N", "N", "N", "C", "C", "C", "C", "C", "C", "C", "C", "C", "C", "C", "C", "C", "C", "C", "C", "C", "C", "H", "H", "H", "H", "H", "H", "H", "H", "H", "H", "H", "H", "H", "H", "H", "H", "H", "H", "H", "H", "H", "H", "H", "H", "H"], "coordinates": [[-2.5622, 3.6634, 0.2805], [-0.5358, -2.0963, -0.3652], [0.6341, 0.1188, 2.2084], [-4.0384, 1.0278, 1.3388], [-0.5778, 0.4781, -0.7223], [-2.4537, -0.3533, 0.4302], [2.0291, -0.0917, 0.4535], [-0.4430, 2.9346, -1.0134], [2.5644, 1.2409, 0.6418], [-1.0445, 1.7399, -0.5468], [6.2272, 0.3851, -0.2653], [4.0734, -0.8778, -0.6073], [-3.8899, -2.2245, -0.3175], [-1.1525, 4.0286, -0.6399], [-4.8632, -1.3466, -1.1044], [4.0816, 1.1763, 0.7949], [0.5745, -1.9642, 1.0882], [-6.0842, -0.9261, -0.2946], [1.0866, -0.5459, 1.2911], [-3.2174, -1.5121, 0.8589], [2.5531, -0.7538, -0.7172], [-1.2752, -0.4753, -0.2178], [4.7143, 0.4989, -0.4222], [-2.2123, 1.9804, 0.1677], [-3.0065, 0.9201, 0.7119], [-3.9657, -1.1411, 1.5611], [-3.1152, -2.5947, -0.9943], [6.4755, -0.2109, 0.6102], [-4.3435, -0.4557, -1.4671], [4.4980, 1.1046, -1.3100], [6.6734, 1.3695, -0.1467], [4.4608, -1.3576, -1.5073], [4.3230, -1.5091, 0.2487], [-2.5539, -2.2081, 1.3771], [6.6678, -0.0892, -1.1392], [-4.4244, -3.0876, 0.0837], [-5.8052, -0.2456, 0.5051], [-0.9273, 5.0552, -0.8537], [2.0952, 1.6661, 1.5301], [1.3704, -2.6897, 0.9336], [-6.5732, -1.7967, 0.1376], [-5.1895, -1.9110, -1.9813], [2.0998, -1.7336, -0.8484], [4.3277, 0.6092, 1.6951], [2.2998, 1.8534, -0.2272], [-6.7983, -0.4144, -0.9355], [-0.0018, -2.2363, 1.9736], [4.4749, 2.1869, 0.9134], [0.4577, 2.9592, -1.5973], [2.2926, -0.1478, -1.5935]], "e_homo_ev": -8.61, "mol_weight_da": 379.551, "e_lumo_ev": 0.302, "orbital_gap_ev": 8.91, "e_tot_ev": -49309.1051}